Entry from the Open Molecules 2025 dataset: a structure of composition C40H26F3N2O3RuSSb (ωB97M-V with the def2-TZVPD basis set).

Element x y z (Å)
Sb: 0.01 -1.24 0.99
Ru: -0.19 0.97 -0.56
S: -1.29 -1.79 -5.17
F: -2.11 -6.56 -1.21
F: 6.10 -1.08 0.19
F: -2.05 -0.38 6.72
O: 0.07 0.07 -2.27
O: -1.41 -3.19 -4.92
O: -1.07 -1.28 -6.48
N: 1.20 2.53 -0.28
N: -0.10 -1.19 -4.14
C: 2.09 -1.21 0.79
C: -1.49 -5.26 0.63
C: -0.64 -0.49 -3.24
C: 2.74 1.94 -2.05
C: -1.93 -1.40 3.28
C: -0.81 -3.00 0.24
C: -2.64 -0.96 -4.37
C: -1.04 3.76 2.36
C: -4.83 -0.27 -3.78
C: -2.96 0.33 -2.37
C: -1.68 -5.40 -0.74
C: 1.75 4.22 1.31
C: 3.95 2.13 -2.67
C: -2.43 1.53 1.42
C: -1.05 -4.05 1.12
C: -1.44 -4.37 -1.64
C: -0.64 -0.99 2.96
C: 0.17 -0.37 3.90
C: -1.00 -3.16 -1.13
C: 4.56 3.85 -1.10
C: 0.88 3.25 0.81
C: 2.72 -2.26 0.12
C: -2.12 -0.32 -3.26
C: -0.44 2.96 1.40
C: -1.59 -0.58 5.49
C: -3.00 2.35 2.38
C: 3.32 3.67 -0.44
C: 4.09 -2.22 -0.08
C: 4.87 3.09 -2.19
C: -1.16 1.83 0.92
C: 2.41 2.71 -0.92
C: 2.82 -0.11 1.23
C: -0.30 -0.17 5.19
C: 2.96 4.42 0.70
C: -3.99 -0.96 -4.66
C: -2.41 -1.20 4.57
C: -4.32 0.35 -2.65
C: 4.19 -0.06 1.03
C: -2.30 3.45 2.85
C: 4.79 -1.12 0.38
H: 4.19 1.54 -3.54
H: -0.53 4.65 2.72
H: -4.38 -1.47 -5.53
H: -0.79 -2.36 -1.82
H: -1.69 -6.11 1.28
H: 2.15 -3.11 -0.24
H: -2.75 4.09 3.60
H: -3.99 2.12 2.77
H: 2.33 0.72 1.74
H: -2.60 0.78 -1.44
H: -5.00 0.86 -1.97
H: -0.89 -3.94 2.19
H: -3.40 -1.52 4.86
H: 5.25 4.59 -0.72
H: 2.05 1.20 -2.43
H: -2.57 -1.89 2.55
H: 1.19 -0.08 3.66
H: -1.58 -4.52 -2.70
H: -5.89 -0.23 -3.98
H: 4.61 -3.02 -0.59
H: 3.65 5.16 1.08
H: 0.31 0.29 5.95
H: 4.79 0.77 1.38
H: 1.48 4.79 2.19
H: -2.97 0.66 1.07
H: 5.81 3.23 -2.70

## Properties
**Charge**: +2
**Frontier orbital gap (spin up / spin down)**: 7.106 / 5.606 eV
**Energy relative to the best compared isomer or geometry (same formula, charge and spin)**: 0.8 kJ/mol
**Multiplicity**: 5

Löwdin atomic charge list, values in e, 8 entries: Sb 1.67; Ru 1.37; S 0.68; F 0.12; F 0.12; F 0.12; O -0.25; O -0.26